No. 1
ORCA calculation (wB97M-V/def2-TZVPD) on 2 unconnected molecules or ions with the total composition C12H9N5O6.

* SMILES: O=[N+]([O-])c1cc([N+](=O)[O-])c2nonc2c1.COc1ccncc1
* total charge: 0
* E_HOMO: -9.8378 eV
* multiplicity: 1
* energy above the lowest of the compared OMol25 structures with the same formula, charge and spin: 0.0 kcal per mole
* orbital gap: 0.28295 Eh
* lowest unoccupied orbital energy: -2.1 eV

Element x y z (Å)
O: 2.5635 -2.6550 -2.5950
N: 2.3653 -1.7512 -1.7795
O: 2.7310 -1.8110 -0.6028
C: 1.6773 -0.5545 -2.2394
C: 0.8708 -0.6212 -3.3976
C: 0.2298 0.4734 -3.9012
N: -0.5939 0.3752 -5.0972
O: -1.1362 1.3944 -5.5316
O: -0.7205 -0.7283 -5.6335
C: 0.4051 1.7018 -3.2149
N: -0.0573 2.9282 -3.4362
O: 0.4275 3.7126 -2.4804
N: 1.1919 3.0355 -1.6397
C: 1.2019 1.7693 -2.0646
C: 1.8426 0.6241 -1.5695
H: 0.7668 -1.5698 -3.8987
H: 2.4467 0.6760 -0.6793
C: -2.8227 -0.5381 5.0870
O: -1.4213 -0.4692 5.0030
C: -0.8922 -0.4557 3.7080
C: 0.4872 -0.3847 3.5750
C: 1.0591 -0.3607 2.3280
N: 0.3877 -0.3917 1.1901
C: -0.9255 -0.4730 1.3216
C: -1.6034 -0.5061 2.5169
H: -3.0832 -0.5314 6.1469
H: -3.2733 0.3296 4.6023
H: -3.1822 -1.4646 4.6358
H: 1.0859 -0.3494 4.4678
H: 2.1349 -0.3163 2.2476
H: -1.4872 -0.5175 0.4010
H: -2.6757 -0.5706 2.5300



No. 2
ORCA calculation (wB97M-V/def2-TZVPD) on a gas-phase ion, C32H28NO3S (charge +1).

* total charge: +1
* E_HOMO: -10.0937 eV
* multiplicity: 1
* orbital gap: 0.24101 Eh
* lowest unoccupied orbital energy: -3.5 eV

Element x y z (Å)
C: -0.9280 -5.7607 0.9223
O: -0.9855 -4.6833 -0.0016
C: -0.3967 -3.3851 0.1215
C: 1.0671 -3.5512 0.5459
C: 1.3743 -4.2513 1.7123
C: 2.7039 -4.4621 2.0843
C: 3.7322 -3.8731 1.3411
C: 3.4132 -3.1290 0.1989
C: 2.0841 -3.0195 -0.2418
C: -1.2043 -2.6742 1.2244
N: -0.7427 -1.9663 2.2910
C: 0.6312 -1.5163 2.5248
C: -1.7507 -1.6004 3.2171
C: -3.0087 -1.9854 2.7743
C: -4.1309 -1.8012 3.5916
C: -3.9634 -1.2212 4.8642
C: -2.6858 -0.8493 5.3049
C: -1.5662 -1.0451 4.4950
S: -2.9046 -2.7765 1.1937
H: -1.4972 -6.5525 0.4257
H: 0.1062 -6.1184 1.0545
H: -1.3995 -5.5629 1.9037
H: 0.5816 -4.6313 2.3531
H: 2.9253 -5.0861 2.9524
H: 4.7684 -3.9909 1.6516
H: 4.1892 -2.6388 -0.3843
H: 1.8515 -2.4915 -1.1670
H: 0.5909 -0.6364 3.1683
H: 1.2012 -2.2934 3.0397
H: 1.1186 -1.2515 1.5837
H: -5.1028 -2.1202 3.2292
H: -4.8276 -1.0657 5.5063
H: -2.5677 -0.4023 6.2956
H: -0.5582 -0.8077 4.8456
C: -1.4442 5.3226 -5.0748
O: -0.4299 4.3151 -4.8665
C: -0.6944 3.1556 -4.2088
C: 0.4285 2.4214 -3.7408
C: 0.2526 1.2937 -2.9668
C: -1.0526 0.8146 -2.6464
C: -1.2752 -0.4284 -1.9290
O: -2.6075 -0.7891 -1.9661
C: -2.8992 -2.1312 -2.0296
C: -1.9462 -3.1195 -1.7957
C: -2.3381 -4.4689 -1.9599
C: -3.6763 -4.7829 -2.0736
C: -4.6280 -3.7691 -2.2578
C: -4.2392 -2.4424 -2.2856
C: -0.6010 -2.7160 -1.2177
C: -0.3929 -1.2329 -1.2560
C: -2.1529 1.5199 -3.1894
C: -2.0014 2.6595 -3.9510
H: -0.8660 6.2136 -5.3265
H: -2.0966 5.0518 -5.9154
H: -2.0476 5.5028 -4.1749
H: 1.4216 2.7921 -3.9896
H: 1.1100 0.7250 -2.6041
H: -1.5874 -5.2658 -1.9961
H: -3.9865 -5.8283 -2.0040
H: -5.6714 -4.0343 -2.4465
H: -4.9261 -1.6245 -2.4700
H: 0.0920 -3.1449 -1.9566
H: 0.5539 -0.8346 -0.8669
H: -3.1681 1.1505 -3.0123
H: -2.8801 3.1824 -4.3365



No. 3
ORCA calculation (wB97M-V/def2-TZVPD) on 3 unconnected molecules or ions with the total composition C21H39BBrN2O6.

* total charge: +1
* E_HOMO: -10.9277 eV
* multiplicity: 1
* energy above the lowest of the compared OMol25 structures with the same formula, charge and spin: 16.2 kcal per mole
* orbital gap: 0.23106 Eh
* lowest unoccupied orbital energy: -4.6 eV

Element x y z (Å)
C: -6.6619 1.0036 -0.1492
C: -5.3459 1.8248 -0.1026
C: -4.0806 1.0361 -0.5248
Br: -2.4280 1.8768 0.0956
N: -4.1162 -0.4124 -0.2693
C: -4.0720 -1.2141 -1.3523
C: -4.0701 -2.5679 -1.2928
C: -3.9720 -3.3555 -2.5851
C: -2.5069 -3.6194 -3.0013
O: -1.6815 -4.0443 -2.2314
C: -4.1588 -3.1761 -0.0303
C: -4.1816 -4.6977 0.0342
O: -3.1545 -5.3048 -0.0810
O: -5.3698 -5.3114 0.2175
C: -4.1993 -2.3581 1.0805
C: -4.1558 -0.9929 0.9392
B: -4.1505 -0.1562 2.3195
O: -5.2578 0.5682 2.6308
N: -3.0183 -0.1399 3.2436
C: -3.4054 -1.0240 4.3845
C: -1.8077 -0.7308 2.6167
H: -7.3588 1.5410 -0.8019
H: -7.1139 1.0177 0.8417
H: -6.5629 0.0041 -0.5782
H: -5.4210 2.6675 -0.7954
H: -5.1649 2.2646 0.8786
H: -4.0255 1.1644 -1.6048
H: -4.0338 -0.7388 -2.3273
H: -4.5124 -4.3008 -2.4660
H: -4.4760 -2.7793 -3.3687
H: -2.1707 -3.4370 -4.0454
H: -6.0493 -4.6328 0.3422
H: -4.2625 -2.8172 2.0614
H: -5.1004 1.0553 3.4515
H: -3.3677 -2.0900 4.1117
H: -2.6891 -0.8604 5.1955
H: -4.4112 -0.7893 4.7430
H: -1.8844 -1.8251 2.5452
H: -0.9501 -0.4296 3.2283
H: -1.6155 -0.3419 1.6140
C: 1.0375 1.3482 -0.9086
C: 1.1323 2.8602 -0.7726
O: 1.9732 3.2777 0.2807
C: 3.3370 2.8958 0.1779
C: 4.0388 3.4596 -1.0444
H: 0.7848 0.8909 0.0506
H: 0.2757 1.0788 -1.6425
H: 1.9836 0.9165 -1.2379
H: 0.1412 3.2576 -0.5415
H: 1.4388 3.3220 -1.7171
H: 3.4323 1.8044 0.2153
H: 3.8224 3.2788 1.0756
H: 3.6506 3.0226 -1.9669
H: 5.1082 3.2482 -1.0006
H: 3.8953 4.5393 -1.1075
C: 7.6721 -0.1337 0.9528
C: 7.1905 0.4322 -0.3730
O: 7.8203 1.6483 -0.7305
C: 9.2242 1.5914 -0.9182
C: 9.6524 0.6608 -2.0397
H: 7.6167 0.6238 1.7360
H: 7.0634 -0.9907 1.2437
H: 8.7092 -0.4679 0.8924
H: 6.1252 0.6582 -0.2925
H: 7.2940 -0.3054 -1.1763
H: 9.7256 1.3307 0.0201
H: 9.5338 2.6079 -1.1625
H: 9.4542 -0.3843 -1.7942
H: 10.7217 0.7605 -2.2278
H: 9.1096 0.8913 -2.9577



No. 4
ORCA calculation (wB97M-V/def2-TZVPD) on a single C2H2Cl2S molecule.

* SMILES: S=CC(Cl)Cl
* total charge: 0
* E_HOMO: -9.5054 eV
* multiplicity: 1
* energy above the lowest of the compared OMol25 structures with the same formula, charge and spin: 12.2 kcal per mole
* orbital gap: 0.30659 Eh
* lowest unoccupied orbital energy: -1.2 eV

Element x y z (Å)
S: -0.5369 2.3117 0.1306
C: -0.4560 0.7942 -0.4880
C: 0.4173 -0.2558 -0.0540
Cl: -0.3069 -0.9434 1.4067
Cl: 0.8092 -1.4632 -1.2830
H: -1.0620 0.4787 -1.2383
H: 1.3444 0.2162 0.2984



No. 5
ORCA calculation (wB97M-V/def2-TZVPD) on 2 unconnected molecules or ions with the total composition C3H8NO2.

* total charge: -1
* E_HOMO: -2.0022 eV
* multiplicity: 1
* energy above the lowest of the compared OMol25 structures with the same formula, charge and spin: 77.9 kcal per mole
* orbital gap: 0.22881 Eh
* lowest unoccupied orbital energy: 4.2 eV

Element x y z (Å)
C: 0.7602 1.2192 1.7336
C: -0.0629 -1.6064 -1.8240
C: -0.2667 0.2505 1.0481
N: -0.7737 0.8851 0.0189
O: -1.5466 0.5131 -0.9300
O: -0.5279 -0.8535 1.5441
H: 1.7535 1.0891 1.4075
H: 0.7305 0.8595 2.7851
H: 0.3896 2.2444 1.7887
H: -0.5967 -1.5754 -0.8328
H: 0.8908 -1.0363 -1.7778
H: 0.2343 -2.6005 -2.2049
H: -0.2610 1.6754 -0.2119
H: -0.7234 -1.0642 -2.5446



No. 6
ORCA calculation (wB97M-V/def2-TZVPD) on a gas-phase ion, C8H17N2O2 (charge +1).

* total charge: +1
* E_HOMO (spin up / spin down): -8.4785 / -12.6366 eV
* multiplicity: 3
* energy above the lowest of the compared OMol25 structures with the same formula, charge and spin: 49.5 kcal per mole
* orbital gap (spin up / spin down): 0.21168 / 0.28690 Eh
* lowest unoccupied orbital energy (spin up / spin down): -2.7 / -4.8 eV

Element x y z (Å)
C: -0.3862 -1.5010 -0.1036
C: -1.4504 -2.3320 -0.0415
C: 0.9218 1.6764 0.2331
C: -0.4184 0.9684 0.0056
C: 1.7203 -0.1835 1.5328
C: -2.8975 -2.0825 -0.5739
C: 2.5438 2.1304 1.9729
C: -0.1726 -0.2999 -2.3113
N: 1.7865 1.1094 1.2834
N: -0.5587 -0.2530 -0.8522
O: 2.4582 -0.3192 2.6787
O: -1.3975 -0.1887 -2.9683
H: -1.3611 -3.2715 0.5041
H: 1.4150 1.8949 -0.7384
H: 0.8000 2.7042 0.5008
H: -0.9553 0.8879 0.9181
H: -1.0815 1.6533 -0.4958
H: 0.5363 -1.6514 0.4379
H: -3.2897 -1.5764 0.2887
H: -3.5065 -3.0677 -0.6129
H: -3.1030 -1.6188 -1.6022
H: 3.6121 1.8693 1.8472
H: 2.3192 3.1422 1.5920
H: 2.3334 2.0797 3.0651
H: 0.5405 0.6019 -2.5709
H: 0.2031 -1.3284 -2.3930
H: -1.6266 -0.4180 -0.9815
H: 2.4159 -1.2448 2.9153
H: -1.4013 0.6189 -3.5307



Calculated total energy in eV, matching the order above: -32316.08358, -52098.32470, -108387.52552, -37985.36334, -8824.41512, -15632.58684
Molar mass in g mol⁻¹, matching the order above: 319.2, 506.6, 506.3, 129.0, 90.1, 173.2